[1]
{
  "formula": "C4H11N4",
  "method": "ωB97M-V/def2-TZVPD",
  "total_charge": 1,
  "largest_force_ev_per_a": 4.14,
  "spin_multiplicity": 1,
  "homo_lumo_gap_ev": [8.29, 8.29],
  "relative_energy_ev": 3.658,
  "e_homo_ev": [-12.550, -12.551],
  "lumo_energy_ha": [-0.157, -0.157],
  "symbols": ["C", "C", "C", "C", "N", "N", "N", "N", "H", "H", "H", "H", "H", "H", "H", "H", "H", "H", "H"],
  "coordinates": [[-1.24534, -0.49877, -0.07884], [-2.22158, 1.58332, 0.71565], [0.24166, 1.33843, -0.38359], [-1.64833, -1.98159, -0.16308], [-2.08917, 0.32256, 0.40886], [0.07512, 0.01244, -0.34842], [1.33494, 1.79690, -0.85439], [2.51791, -0.75120, 0.49227], [-2.31319, 1.66633, 1.80306], [-2.33679, 2.52483, 0.16105], [-2.77602, -1.99000, -0.32584], [-1.38134, -2.60602, 0.65689], [-1.05960, -2.47115, -1.04618], [0.95402, -0.55158, -0.17270], [1.92545, 1.36294, -1.46812], [1.46571, 2.79439, -1.15501], [2.86648, -0.16191, 1.23952], [3.15227, -0.64456, -0.28769], [2.53781, -1.74538, 0.80658]],
  "mulliken_charge": [0.56, -0.10, -0.38, -0.98, -0.24, -0.04, -0.21, -0.89, 0.27, 0.33, 0.33, 0.30, 0.31, 0.45, 0.23, 0.28, 0.26, 0.26, 0.27]
}

[2]
{
  "formula": "C10H9NO3S",
  "method": "ωB97M-V/def2-TZVPD",
  "largest_force_ev_per_a": 4.31,
  "spin_multiplicity": 1,
  "homo_lumo_gap_ev": [6.38, 6.58],
  "relative_energy_ev": 3.851,
  "e_homo_ev": [-6.972, -7.391],
  "lumo_energy_ha": [-0.022, -0.030],
  "symbols": ["C", "C", "C", "C", "C", "C", "C", "C", "C", "C", "N", "O", "O", "O", "S", "H", "H", "H", "H", "H", "H", "H", "H", "H"],
  "coordinates": [[-0.37903, -3.26631, 1.16854], [-1.12614, 3.27703, 0.49987], [-0.72759, -1.91938, 1.17515], [-0.78164, 2.41541, -0.59459], [0.12499, -3.49253, -0.04757], [-1.33144, 2.41784, 1.57312], [-0.32717, -1.35759, -0.03661], [-0.84004, 1.14570, -0.09376], [2.27339, 0.51623, -0.30506], [-0.38068, -0.09459, -0.68294], [1.91135, 1.41031, -1.16125], [1.56991, 1.30766, -2.37559], [0.21853, -2.36168, -0.77191], [-1.24767, 1.14456, 1.18565], [-0.09043, 0.03649, -2.40442], [-0.76827, -3.98841, 1.92391], [-1.10067, 4.30015, 0.66664], [-1.16921, -1.34758, 2.11363], [-0.26856, 2.54630, -1.47112], [0.63355, -4.29123, -0.51565], [-1.76135, 2.56534, 2.54597], [2.84706, 0.85595, 0.66458], [2.39714, -0.52466, -0.55810], [0.32398, -1.29501, -2.49848]],
  "mulliken_charge": [-0.56, -0.75, -0.05, -0.46, -0.48, -0.41, 0.09, 0.39, -0.30, 0.33, -0.18, -0.34, -0.37, -0.34, -0.03, 0.35, 0.45, 0.28, 0.64, 0.46, 0.43, 0.26, 0.33, 0.28]
}

[3]
{
  "formula": "C4H4BrNO2S",
  "method": "ωB97M-V/def2-TZVPD",
  "largest_force_ev_per_a": 3.05,
  "spin_multiplicity": 3,
  "homo_lumo_gap_ev": [8.87, 6.38],
  "e_homo_ev": [-8.656, -8.935],
  "lumo_energy_ha": [0.008, -0.094],
  "symbols": ["C", "C", "C", "C", "N", "O", "O", "S", "Br", "H", "H", "H", "H"],
  "coordinates": [[0.95396, 0.06907, -1.56768], [1.39173, -1.03948, -1.09189], [0.15734, -0.31243, 1.27886], [-0.94676, 0.10015, 0.45634], [-1.27509, 1.44595, 0.32504], [-2.26190, 1.75116, -0.29248], [-0.42268, 2.19355, 0.84285], [1.26648, -1.62825, 0.53014], [-2.24382, -1.24578, -0.07502], [0.85812, 0.72150, -2.44459], [1.91243, -1.80491, -1.63938], [0.78935, 0.51324, 1.51791], [-0.17916, -0.76378, 2.15991]],
  "lowdin_spin": [0.71, 0.13, 0.06, 0.52, 0.08, 0.09, 0.14, 0.08, 0.09, 0.05, 0.03, 0.00, 0.02]
}

[4]
{
  "formula": "C4H3O4Tl",
  "method": "ωB97M-V/def2-TZVPD",
  "total_charge": 1,
  "largest_force_ev_per_a": 7.15,
  "spin_multiplicity": 2,
  "homo_lumo_gap_ev": [8.39, 5.31],
  "relative_energy_ev": 3.968,
  "e_homo_ev": [-13.955, -13.899],
  "lumo_energy_ha": [-0.204, -0.316],
  "symbols": ["C", "C", "H", "O", "C", "O", "H", "O", "C", "O", "Tl", "H"],
  "coordinates": [[0.38169, -0.47918, -0.65775], [-0.94360, -0.54809, -0.42994], [-1.57987, -1.25785, -0.96480], [1.04327, 1.63516, -1.57289], [1.29241, 0.66284, -0.68970], [2.46699, 0.28130, -0.52406], [0.96442, 1.25375, -2.45728], [-1.60253, 0.18754, 0.49555], [-1.50800, -0.24005, 1.80383], [-1.61365, 0.66132, 2.64260], [-0.11463, -0.85195, 3.29306], [1.21351, -1.30480, -0.93861]],
  "lowdin_spin": [0.04, -0.01, 0.00, 0.00, 0.00, 0.01, 0.00, 0.16, 0.37, 0.15, 0.28, 0.00]
}

[5]
{
  "formula": "C29H30NO2",
  "method": "ωB97M-V/def2-TZVPD",
  "total_charge": 1,
  "largest_force_ev_per_a": 2.55,
  "spin_multiplicity": 1,
  "homo_lumo_gap_ev": 5.33,
  "relative_energy_ev": 1.315,
  "e_homo_ev": -9.971,
  "lumo_energy_ha": -0.171,
  "symbols": ["C", "O", "C", "C", "C", "C", "C", "C", "C", "C", "C", "O", "C", "C", "C", "C", "C", "C", "H", "H", "H", "H", "H", "H", "H", "H", "H", "H", "H", "H", "H", "H", "H", "C", "C", "C", "N", "C", "C", "C", "C", "C", "C", "C", "C", "C", "C", "H", "H", "H", "H", "H", "H", "H", "H", "H", "H", "H", "H", "H", "H", "H"],
  "coordinates": [[5.55349, 2.13865, 2.22298], [5.27775, 0.71814, 2.31720], [3.99807, 0.27420, 2.23598], [3.75610, -1.08482, 2.56467], [2.47123, -1.53620, 2.70799], [1.34801, -0.67871, 2.51349], [0.02871, -1.19296, 2.76831], [-1.16101, -0.39120, 2.78230], [-2.39123, -1.04356, 2.48840], [-3.54818, -0.29732, 2.35857], [-3.50793, 1.10458, 2.55653], [-4.71817, 1.71350, 2.42752], [-5.70357, 0.65936, 2.12168], [-4.95859, -0.68634, 2.07333], [-2.31803, 1.76284, 2.88812], [-1.17709, 1.01135, 3.04927], [1.62380, 0.61664, 1.98912], [2.90838, 1.10773, 1.89544], [6.62217, 2.21142, 2.41764], [5.31886, 2.51176, 1.21388], [4.98614, 2.70855, 2.97671], [4.61699, -1.71999, 2.77021], [2.30302, -2.57757, 2.99682], [-0.12518, -2.24317, 2.51878], [-2.42072, -2.12566, 2.32427], [-6.47559, 0.67405, 2.90285], [-6.17091, 0.89870, 1.15770], [-5.05355, -1.15450, 1.08677], [-5.35453, -1.38213, 2.82409], [-2.33438, 2.83808, 3.03001], [-0.25566, 1.50515, 3.35203], [0.80710, 1.25853, 1.66001], [3.07787, 2.14680, 1.60350], [-3.03440, -6.52289, 3.95634], [-1.59741, -6.83519, 3.52966], [-0.73783, -5.61922, 3.92658], [-1.61722, -4.74639, 4.69694], [-1.23321, -3.52228, 5.15597], [-0.15847, -2.72910, 4.73872], [0.11694, -1.59020, 5.68695], [-1.09685, -1.66412, 6.58981], [-1.85110, -2.81503, 6.31768], [-2.95752, -3.10564, 7.11990], [-3.32906, -2.20615, 8.12847], [-2.59193, -1.03950, 8.35961], [-1.45082, -0.76535, 7.58958], [-2.96706, -5.27800, 4.85255], [-3.65626, -6.29789, 3.08783], [-3.49504, -7.35379, 4.49276], [-1.24329, -7.73954, 4.03150], [-1.53902, -7.00319, 2.45425], [0.13265, -5.94658, 4.52430], [-0.34622, -5.10740, 3.03322], [0.58809, -3.10869, 4.04294], [1.04319, -1.79724, 6.26072], [0.25425, -0.59897, 5.23007], [-3.53501, -4.00676, 6.96751], [-4.20874, -2.41594, 8.73783], [-2.91059, -0.32952, 9.12326], [-0.84887, 0.12610, 7.75723], [-3.72597, -4.52506, 4.57712], [-3.14898, -5.56917, 5.90087]],
  "mulliken_charge": [-0.81, -0.42, 0.77, -0.95, -0.44, 0.57, -1.52, 1.75, -0.42, 0.75, 0.04, -0.50, -0.37, -0.57, -1.56, -0.95, -0.59, -0.61, 0.25, 0.33, 0.36, 0.44, 0.29, 0.96, 0.35, 0.30, 0.27, 0.30, 0.23, 0.43, 0.93, 0.81, 0.38, -0.64, -0.61, -0.49, 0.16, -0.25, -0.13, -0.78, 0.13, 0.79, -0.32, -0.88, -0.55, -0.76, -0.62, 0.27, 0.33, 0.29, 0.31, 0.29, 0.21, 0.69, 0.40, 0.25, 0.24, 0.40, 0.39, 0.45, 0.30, 0.30]
}

What did the third record say?
{
  "formula": "C4H4BrNO2S",
  "method": "ωB97M-V/def2-TZVPD",
  "largest_force_ev_per_a": 3.05,
  "spin_multiplicity": 3,
  "homo_lumo_gap_ev": [8.87, 6.38],
  "e_homo_ev": [-8.656, -8.935],
  "lumo_energy_ha": [0.008, -0.094],
  "symbols": ["C", "C", "C", "C", "N", "O", "O", "S", "Br", "H", "H", "H", "H"],
  "coordinates": [[0.95396, 0.06907, -1.56768], [1.39173, -1.03948, -1.09189], [0.15734, -0.31243, 1.27886], [-0.94676, 0.10015, 0.45634], [-1.27509, 1.44595, 0.32504], [-2.26190, 1.75116, -0.29248], [-0.42268, 2.19355, 0.84285], [1.26648, -1.62825, 0.53014], [-2.24382, -1.24578, -0.07502], [0.85812, 0.72150, -2.44459], [1.91243, -1.80491, -1.63938], [0.78935, 0.51324, 1.51791], [-0.17916, -0.76378, 2.15991]],
  "lowdin_spin": [0.71, 0.13, 0.06, 0.52, 0.08, 0.09, 0.14, 0.08, 0.09, 0.05, 0.03, 0.00, 0.02]
}